# 1
DFT (wB97M-V/def2-TZVPD) results for a gas-phase ion, C6H11N2O2 (charge +1) at a distorted geometry.

Output
2S+1 = 1
Molecular weight = 143.2 g/mol
Net charge = +1
Energy relative to the best compared isomer or geometry (same formula, charge and spin) = 36.5 kcal per mole
Highest occupied orbital energy = -14.7118 eV
Strongest force on any atom = 3.6 eV/A
SMILES = C[C@]1(C(N)=[NH2+])CCOC1=O
Frontier orbital gap = 0.418 Ha

Structure (XYZ):
```
21
C6H11N2O2 wB97M-V/def2-TZVPD
C 0.04 0.48 1.65
C -0.18 0.00 0.17
C 1.36 -0.56 -0.36
N 1.51 -1.83 -0.23
N 2.29 0.20 -0.88
C -0.65 1.12 -0.73
C -2.16 0.90 -0.57
O -2.39 -0.53 -0.45
C -1.30 -1.08 0.02
O -1.12 -2.24 0.28
H -0.18 -0.35 2.25
H -0.61 1.32 2.00
H 1.17 0.60 1.94
H 0.66 -2.25 0.17
H 2.39 -2.32 -0.45
H 2.40 1.17 -0.57
H 3.08 -0.20 -1.35
H -0.40 0.86 -1.68
H -0.51 2.19 -0.37
H -2.48 1.39 0.50
H -2.92 1.14 -1.37
```

And the Löwdin charges, in e, turn out to be: C 0.0089; C -0.2492; C -0.2612; N 0.2442; N 0.2155; C -0.1088; C -0.1016; O 0.0814; C -0.4411; O 0.1412; H 0.0565; H 0.1089; H 0.1322; H 0.1136; H 0.1742; H 0.1498; H 0.1408; H 0.0939; H 0.1632; H 0.1783; H 0.1595

# 2
DFT (wB97M-V/def2-TZVPD) results for a gas-phase ion, C6H11N2O2S2 (charge +1) at a distorted geometry.

Output
2S+1 = 1
Molecular weight = 207.3 g/mol
Net charge = +1
Energy relative to the best compared isomer or geometry (same formula, charge and spin) = 87.2 kcal per mole
Highest occupied orbital energy (alpha / beta) = -11.9996 / -11.9946 eV
Strongest force on any atom = 1.6 eV/A
Frontier orbital gap (alpha / beta) = 0.179 / 0.179 Ha

Structure (XYZ):
```
23
C6H11N2O2S2 wB97M-V/def2-TZVPD
C -2.40 0.78 -0.44
C 1.25 -1.78 0.53
C -1.27 -1.41 -0.26
C 0.24 -1.38 -0.53
C 1.07 -0.40 0.15
C 2.44 1.81 1.33
N -1.95 -0.37 -0.98
N -2.90 1.71 -1.25
O 0.74 2.01 -0.73
O 2.81 0.71 -1.11
S -2.45 1.03 1.23
S 1.79 1.19 -0.22
H 0.90 -2.09 1.51
H 2.16 -2.31 0.25
H -1.67 -2.38 -0.57
H -1.46 -1.28 0.81
H 0.48 -1.61 -1.56
H 3.25 2.50 1.11
H 1.63 2.31 1.84
H 2.81 0.97 1.91
H -1.94 -0.44 -1.98
H -2.88 1.61 -2.25
H -3.24 2.57 -0.86
```

And the Löwdin charges, in e, turn out to be: C -0.8949; C 0.0105; C -0.1489; C -0.1712; C -0.0178; C -0.0852; N 0.0061; N 0.1160; O -0.2583; O -0.2203; S 0.6788; S 0.6482; H 0.1473; H 0.1480; H 0.1468; H 0.0790; H 0.1746; H 0.0898; H 0.0825; H 0.0804; H 0.1589; H 0.1209; H 0.1088

# 3
DFT (wB97M-V/def2-TZVPD) results for a gas-phase ion, C6H11N2O4S2 (charge -1) at a distorted geometry.

Output
2S+1 = 1
Molecular weight = 239.3 g/mol
Net charge = -1
Energy relative to the best compared isomer or geometry (same formula, charge and spin) = 50.1 kcal per mole
Highest occupied orbital energy = -4.7005 eV
Strongest force on any atom = 6.1 eV/A
Frontier orbital gap = 0.281 Ha

Structure (XYZ):
```
25
C6H11N2O4S2 wB97M-V/def2-TZVPD
C 2.22 -2.06 -0.23
C 0.17 -1.95 1.52
C 1.33 -1.20 0.95
C -0.73 0.54 1.17
C -1.50 0.94 -1.12
C -1.75 0.14 0.15
N 0.97 -0.01 0.23
N 3.18 1.03 -0.60
O 1.62 -2.92 -0.77
O 3.38 -1.62 -0.39
O 1.21 2.49 -0.30
O 2.32 1.57 1.67
S -0.76 -0.64 2.45
S 1.86 1.38 0.35
H -0.34 -2.34 0.66
H 0.40 -2.62 2.22
H 2.12 -0.81 1.65
H -0.62 1.52 1.33
H -1.77 2.04 -1.15
H -2.09 0.52 -1.91
H -0.39 1.07 -1.34
H -1.65 -0.99 -0.20
H -2.84 0.31 0.40
H 3.46 0.19 -0.25
H 2.82 1.09 -1.50
```

And the Löwdin charges, in e, turn out to be: C -0.6790; C -0.3537; C -0.3557; C -0.4646; C -0.1506; C -0.3275; N -0.1326; N -0.0085; O 0.0318; O -0.0664; O -0.3217; O -0.2907; S 0.9002; S 0.5020; H 0.0739; H 0.0276; H 0.1285; H 0.0360; H 0.0845; H 0.0469; H 0.0618; H 0.1350; H 0.1201; H -0.0370; H 0.0396

# 4
DFT (wB97M-V/def2-TZVPD) results for a gas-phase ion, C6H11N2OS (charge +1) at a distorted geometry.

Output
2S+1 = 3
Molecular weight = 159.2 g/mol
Net charge = +1
Energy relative to the best compared isomer or geometry (same formula, charge and spin) = 88.5 kcal per mole
Highest occupied orbital energy (alpha / beta) = -9.8587 / -14.2851 eV
Strongest force on any atom = 6.7 eV/A
Frontier orbital gap (alpha / beta) = 0.249 / 0.282 Ha

Structure (XYZ):
```
21
C6H11N2OS wB97M-V/def2-TZVPD
C -1.63 -0.89 -0.82
C -1.38 -2.22 -0.70
C 0.67 -0.87 -1.34
C 1.61 0.25 2.18
C -0.53 1.21 -0.48
C -0.10 1.31 0.98
N 0.03 -0.23 -2.37
N -0.48 -0.09 -1.10
O 1.19 0.65 0.90
S 0.25 -2.74 -1.15
H -2.51 -0.44 -0.67
H -2.20 -2.91 -0.47
H 1.49 -0.48 -0.76
H 0.91 -0.30 2.61
H 1.86 1.04 2.84
H 2.55 -0.40 1.90
H 0.01 1.86 -1.13
H -1.45 1.66 -0.54
H -0.01 2.30 1.26
H -0.70 0.78 1.68
H 0.42 0.50 -2.84
```

And the Löwdin charges, in e, turn out to be: C -0.0790; C -0.3843; C -0.3636; C -0.0722; C -0.0505; C -0.0943; N 0.1843; N -0.2134; O -0.2268; S 1.0679; H 0.0999; H 0.0856; H 0.1306; H 0.0414; H 0.0906; H 0.1483; H 0.1451; H 0.1220; H 0.1202; H 0.1246; H 0.1234

# 5
DFT (wB97M-V/def2-TZVPD) results for a gas-phase ion, C6H11N2S (charge +1) at a distorted geometry.

Output
2S+1 = 1
Molecular weight = 143.2 g/mol
Net charge = +1
Energy relative to the best compared isomer or geometry (same formula, charge and spin) = 119.0 kcal per mole
Highest occupied orbital energy (alpha / beta) = -11.0685 / -11.0750 eV
Strongest force on any atom = 3.5 eV/A
Frontier orbital gap (alpha / beta) = 0.243 / 0.243 Ha

Structure (XYZ):
```
20
C6H11N2S wB97M-V/def2-TZVPD
C -0.52 2.11 -0.40
C -0.59 1.76 0.89
C 0.74 0.49 -1.67
C -0.06 -0.66 0.70
C 1.48 -0.47 -2.40
C -1.45 -1.22 0.68
N 0.25 1.53 -1.35
N 0.06 0.60 1.51
S 1.30 -1.73 1.10
H -1.06 2.97 -0.76
H -1.20 2.35 1.56
H 0.82 -0.98 -3.10
H 1.89 -1.21 -1.71
H 2.31 -0.01 -2.95
H -1.41 -2.20 0.20
H -2.12 -0.60 0.09
H -1.88 -1.34 1.68
H 1.07 0.78 1.60
H -0.31 0.49 2.47
H 0.68 -2.66 1.84
```

And the Löwdin charges, in e, turn out to be: C -0.0757; C -0.0111; C 0.0218; C -0.7441; C -0.0004; C -0.1374; N 0.1598; N -0.0069; S 0.7620; H 0.1349; H 0.1338; H 0.1243; H 0.0812; H 0.1223; H 0.0803; H 0.0717; H 0.0842; H 0.1537; H 0.1761; H -0.1306

# 6
DFT (wB97M-V/def2-TZVPD) results for 2 unconnected molecules or ions with the total composition C6H11N2S at a distorted geometry.

Output
2S+1 = 1
Molecular weight = 143.2 g/mol
Net charge = +1
Energy relative to the best compared isomer or geometry (same formula, charge and spin) = 66.3 kcal per mole
Highest occupied orbital energy = -13.6566 eV
Strongest force on any atom = 4.4 eV/A
Frontier orbital gap = 0.273 Ha

Structure (XYZ):
```
20
C6H11N2S wB97M-V/def2-TZVPD
C 1.27 -0.58 -0.70
C 2.48 0.03 -0.96
C 0.70 -0.23 0.50
C -0.96 -0.25 2.35
C -1.50 -1.35 0.09
C -0.57 -0.60 0.93
N 2.99 0.75 0.11
N -0.22 1.72 -1.89
S 1.89 0.87 1.26
H 0.81 -1.25 -1.34
H 3.06 -0.03 -1.87
H -0.28 0.41 2.77
H -2.01 0.22 2.20
H -1.22 -1.08 3.02
H -2.09 -2.02 0.77
H -2.15 -0.59 -0.24
H -1.05 -1.88 -0.65
H -0.56 2.52 -1.38
H -1.03 1.32 -2.31
H 0.44 2.04 -2.68
```

And the Löwdin charges, in e, turn out to be: C -0.0978; C -0.1603; C -0.4265; C 0.0037; C 0.0147; C -0.2072; N -0.2450; N 0.0319; S 1.1205; H 0.1099; H 0.1251; H 0.0327; H 0.1535; H 0.1201; H 0.1385; H 0.1109; H 0.0656; H 0.0204; H 0.0097; H 0.0797

# 7
DFT (wB97M-V/def2-TZVPD) results for a gas-phase ion, C6H11N2S (charge +1) at a distorted geometry.

Output
2S+1 = 3
Molecular weight = 143.2 g/mol
Net charge = +1
Energy relative to the best compared isomer or geometry (same formula, charge and spin) = 57.6 kcal per mole
Highest occupied orbital energy (alpha / beta) = -9.4082 / -13.4521 eV
Strongest force on any atom = 9.1 eV/A
Frontier orbital gap (alpha / beta) = 0.220 / 0.268 Ha

Structure (XYZ):
```
20
C6H11N2S wB97M-V/def2-TZVPD
C -0.97 -0.45 1.59
C -2.09 0.11 1.07
C 0.32 -0.32 0.72
C 0.46 1.29 0.23
C -0.07 -0.52 -0.72
C 1.84 1.42 -0.42
N -0.51 0.93 -0.83
N -1.10 -1.46 -1.22
S -2.21 1.12 -0.35
H -0.68 -0.83 2.55
H -2.92 -0.02 1.67
H 1.18 -0.89 1.13
H 0.22 2.06 0.94
H 0.87 -0.52 -1.39
H 1.80 1.36 -1.53
H 2.57 0.79 0.00
H 2.04 2.47 -0.35
H -0.98 -1.69 -2.20
H -2.05 -0.99 -1.03
H -1.00 -2.41 -0.74
```

And the Löwdin charges, in e, turn out to be: C -0.1068; C -0.4240; C -0.1554; C -0.2528; C -0.3177; C -0.0356; N -0.3260; N 0.2072; S 1.0463; H 0.1067; H 0.0476; H 0.1431; H 0.1435; H 0.1717; H 0.1023; H 0.0774; H 0.0767; H 0.1691; H 0.1161; H 0.2106

# 8
DFT (wB97M-V/def2-TZVPD) results for a single C6H11N3 molecule at a distorted geometry.

Output
2S+1 = 1
Molecular weight = 125.2 g/mol
Energy relative to the best compared isomer or geometry (same formula, charge and spin) = 132.0 kcal per mole
Highest occupied orbital energy = -8.0481 eV
Strongest force on any atom = 7.3 eV/A
SMILES = C[C@H]1C[C@@H]2CN2C=NN1
Frontier orbital gap = 0.331 Ha

Structure (XYZ):
```
20
C6H11N3 wB97M-V/def2-TZVPD
C -1.77 0.54 -0.17
C -0.74 0.04 -1.09
C 0.49 0.82 -0.85
C 0.69 0.76 0.58
C 2.02 0.22 1.07
N 0.70 -0.41 1.38
C 0.09 -1.56 1.08
N -0.56 -1.96 0.14
N -0.65 -1.33 -1.16
H -2.81 0.47 -0.12
H -1.60 1.63 0.05
H -1.42 0.01 0.81
H -0.84 0.27 -2.14
H 1.55 0.53 -1.49
H 0.20 1.84 -1.35
H 0.33 1.67 1.04
H 2.69 -0.24 0.33
H 2.47 0.81 1.94
H 0.36 -2.27 1.74
H -1.21 -1.84 -1.80
```

And the Löwdin charges, in e, turn out to be: C -0.0388; C -0.5182; C -0.1584; C -0.3663; C -0.0116; N 0.0019; C -0.3108; N 0.0773; N 0.0192; H 0.0618; H 0.0981; H 0.1062; H 0.1359; H 0.1875; H 0.1542; H 0.1346; H 0.1054; H 0.1236; H 0.0914; H 0.1071

# 9
DFT (wB97M-V/def2-TZVPD) results for a molecular structure, C6H11N3 at a distorted geometry.

Output
2S+1 = 1
Molecular weight = 125.2 g/mol
Energy relative to the best compared isomer or geometry (same formula, charge and spin) = 182.5 kcal per mole
Highest occupied orbital energy = -8.2414 eV
Strongest force on any atom = 8.9 eV/A
Frontier orbital gap = 0.338 Ha

Structure (XYZ):
```
20
C6H11N3 wB97M-V/def2-TZVPD
C 1.70 -0.28 0.10
C 0.93 -0.28 1.36
C -0.29 -1.39 1.50
C -1.96 0.57 -0.92
C -0.72 1.10 -0.19
C 0.74 1.37 -0.93
H 2.61 0.48 0.23
H 2.13 -1.18 -0.17
H 1.74 -0.58 2.03
H 0.84 0.63 1.76
H -0.29 -2.20 2.21
H -2.01 0.57 -2.04
H -3.19 0.65 -0.55
H -1.04 1.82 0.57
H 1.54 1.88 -0.32
H 0.43 1.86 -1.83
H 0.20 -0.46 -1.38
N -1.14 -1.24 0.60
N -0.92 -0.38 -0.28
N 1.31 0.18 -1.18
```

And the Löwdin charges, in e, turn out to be: C -0.3190; C -0.1425; C -0.0343; C -0.0411; C -0.1795; C -0.2660; H 0.1545; H 0.0922; H 0.1100; H 0.0557; H 0.0956; H 0.0862; H 0.1709; H 0.1296; H 0.1260; H 0.0968; H 0.2183; N -0.0063; N -0.2067; N -0.1403

# 10
DFT (wB97M-V/def2-TZVPD) results for a gas-phase ion, C6H11N3 (charge +2) at a distorted geometry.

Output
2S+1 = 1
Molecular weight = 125.2 g/mol
Net charge = +2
Energy relative to the best compared isomer or geometry (same formula, charge and spin) = 120.8 kcal per mole
Highest occupied orbital energy = -19.7374 eV
Strongest force on any atom = 5.7 eV/A
SMILES = CC[n+]1c[n+](C)ccn1
Frontier orbital gap = 0.299 Ha

Structure (XYZ):
```
20
C6H11N3 wB97M-V/def2-TZVPD
C 2.06 1.63 -1.71
C 2.01 0.49 -0.69
N 0.71 0.25 -0.17
C 0.15 -0.87 0.10
N -1.07 -1.02 0.71
C -1.69 -2.24 1.29
C -1.83 0.08 0.87
C -1.46 1.33 0.38
N -0.31 1.67 -0.04
H 1.21 2.40 -1.48
H 3.00 2.10 -1.64
H 2.09 1.11 -2.59
H 2.55 -0.48 -1.14
H 2.46 0.91 0.18
H 0.59 -1.80 -0.03
H -2.71 -2.16 1.71
H -0.87 -2.69 1.98
H -1.84 -3.02 0.39
H -2.79 0.16 1.32
H -2.27 2.18 0.54
```

And the Löwdin charges, in e, turn out to be: C -0.0281; C -0.1675; N 0.0914; C 0.0398; N -0.0064; C 0.0514; C 0.0980; C -0.0604; N 0.3371; H 0.1213; H 0.0869; H 0.0585; H 0.2136; H 0.1439; H 0.1680; H 0.1302; H 0.1549; H 0.1768; H 0.1649; H 0.2258

Question: The lowest strongest force on any atom belongs to which entry?
Answer: C6H11N2O2S2